(1)
Computed, not measured: a gas-phase ion, C7H10NOS (charge +1), with wB97M-V/def2-TZVPD.

Its SMILES is CC(=[NH2+])[C@H](O)c1ccsc1. The relative energy (zero: lowest compared OMol25 entry of this formula, charge and spin) comes out at 27.3 kJ/mol. The orbital gap comes out at 8.25 eV. The calculation puts the HOMO energy at -12.59 eV.

```
! wB97M-V def2-TZVPD RIJCOSX def2/J DEFGRID3
* xyz 1 1
C 0.39 -0.83 1.95
C 0.88 -0.17 0.76
N 1.94 0.56 0.73
C 0.26 -0.45 -0.58
O 1.23 0.09 -1.47
C -1.09 0.21 -0.93
C -1.58 1.26 -0.12
C -2.79 1.74 -0.52
S -3.30 0.99 -1.95
C -1.89 0.02 -2.01
H 1.17 -1.40 2.44
H 0.03 0.00 2.53
H -0.37 -1.42 1.60
H 2.38 0.69 1.70
H 2.19 0.92 -0.14
H 0.18 -1.48 -0.67
H 1.25 -0.23 -2.40
H -1.03 1.47 0.84
H -3.52 2.39 -0.06
H -1.77 -0.87 -2.56
*
```


(2)
Computed, not measured: C7H10O in the gas phase, with wB97M-V/def2-TZVPD.

Its SMILES is CC(=O)C#CC(C)C. The relative energy (zero: lowest compared OMol25 entry of this formula, charge and spin) comes out at 478.6 kJ/mol. The orbital gap comes out at 10.54 eV. The calculation puts the HOMO energy at -9.68 eV.

```
! wB97M-V def2-TZVPD RIJCOSX def2/J DEFGRID3
* xyz 0 1
C 3.17 -2.05 -0.11
C 3.18 -0.38 -0.06
O 3.89 0.45 -0.41
C 1.86 0.11 0.20
C 0.76 0.48 0.16
C -0.65 1.07 0.04
C -1.00 1.02 1.47
C -0.94 2.23 -1.12
H 3.48 -2.42 -1.17
H 2.20 -2.06 0.13
H 3.91 -2.63 0.51
H -1.30 0.32 -0.31
H -0.57 2.02 1.85
H -0.39 0.20 1.73
H -2.10 0.84 1.73
H 0.07 2.74 -1.32
H -1.68 2.98 -0.99
H -1.27 1.74 -2.05
*
```


(3)
Computed, not measured: C7H10O in the gas phase, with wB97M-V/def2-TZVPD.

Its SMILES is C=C1C[C@@]2(C)C[C@@]12O. The relative energy (zero: lowest compared OMol25 entry of this formula, charge and spin) comes out at 285.4 kJ/mol. The orbital gap comes out at 10.07 eV. The calculation puts the HOMO energy at -9.18 eV.

```
! wB97M-V def2-TZVPD RIJCOSX def2/J DEFGRID3
* xyz 0 1
C 2.21 -1.43 0.01
C 1.17 -0.62 -0.06
C 0.95 0.78 -0.61
C -0.51 0.67 -0.15
C -1.36 1.80 0.27
C -1.21 -0.78 -0.79
C -0.27 -0.71 0.34
O -0.63 -0.98 1.77
H 2.13 -2.42 0.42
H 3.18 -1.12 -0.33
H 1.08 0.91 -1.69
H 1.52 1.54 -0.08
H -1.40 2.57 -0.51
H -0.95 2.27 1.18
H -2.38 1.47 0.49
H -0.91 -1.25 -1.71
H -2.26 -0.82 -0.55
H -0.35 -1.87 1.99
*
```


(4)
Computed, not measured: a molecular structure, C7H10O, with wB97M-V/def2-TZVPD.

The relative energy (zero: lowest compared OMol25 entry of this formula, charge and spin) comes out at 559.4 kJ/mol. The orbital gap comes out at 10.42 eV. The calculation puts the HOMO energy at -9.25 eV.

```
! wB97M-V def2-TZVPD RIJCOSX def2/J DEFGRID3
* xyz 0 1
C -1.06 1.23 -0.73
C -1.75 0.33 0.36
C -0.59 -0.42 1.22
C 0.86 -0.94 0.64
C 1.69 -1.04 -0.71
C 0.24 0.38 -0.82
C 0.58 0.44 0.71
H -0.76 2.26 -0.49
H -1.71 1.26 -1.61
H -2.22 0.98 1.10
H -2.37 -0.39 -0.13
H -0.68 -0.66 2.23
H 1.42 -1.40 1.40
H 1.41 -1.87 -1.26
H 2.73 -1.12 -0.53
H -0.22 -0.60 -1.06
H 0.93 1.37 1.11
O 1.49 0.18 -1.42
*
```


(5)
Computed, not measured: C7H10O in the gas phase, with wB97M-V/def2-TZVPD.

Its SMILES is C1O[C@@H]2CC[C@H]3[C@@H]1[C@H]32. The relative energy (zero: lowest compared OMol25 entry of this formula, charge and spin) comes out at 565.5 kJ/mol. The orbital gap comes out at 10.52 eV. The calculation puts the HOMO energy at -9.41 eV.

```
! wB97M-V def2-TZVPD RIJCOSX def2/J DEFGRID3
* xyz 0 1
C 0.41 -1.78 -1.10
O 0.37 -0.54 -2.03
C -0.05 0.30 -0.87
C -0.63 1.60 -0.43
C -0.95 1.03 1.03
C 0.05 -0.16 1.20
C 0.71 -1.32 0.33
C 0.98 0.09 0.09
H 1.29 -2.26 -1.50
H -0.56 -2.27 -1.19
H -0.99 -0.26 -0.60
H -1.60 1.90 -0.90
H 0.02 2.50 -0.36
H -0.52 1.72 1.87
H -2.17 1.01 1.21
H 0.32 -0.33 2.28
H 1.40 -1.95 0.95
H 1.92 0.72 0.02
*
```


(6)
Computed, not measured: 2 unconnected molecules or ions with the total composition C7H10O, with wB97M-V/def2-TZVPD.

The relative energy (zero: lowest compared OMol25 entry of this formula, charge and spin) comes out at 711.0 kJ/mol. The orbital gap comes out at 8.50 eV. The calculation puts the HOMO energy at -8.53 eV.

```
! wB97M-V def2-TZVPD RIJCOSX def2/J DEFGRID3
* xyz 0 1
C 0.33 1.28 -0.53
C 0.74 0.31 0.46
C 2.07 -0.37 0.52
C 2.39 -1.20 -0.41
C -0.53 -0.04 -0.62
C -1.89 -0.05 0.13
C -3.01 -0.92 0.11
H 0.72 2.61 0.84
H 0.98 1.39 -1.35
H 0.22 0.24 1.48
H 2.64 -0.03 1.65
H 1.60 -1.31 -1.25
H 3.39 -1.89 -0.24
H -0.41 -0.75 -1.46
H -1.90 0.77 0.94
H -3.82 -0.85 0.75
H -3.41 -1.67 -0.81
O -0.11 2.49 -0.20
*
```


(7)
Computed, not measured: C7H10O2 in the gas phase, with wB97M-V/def2-TZVPD.

Its SMILES is CC(=C=O)[C@@H]1C[C@]1(C)O. The relative energy (zero: lowest compared OMol25 entry of this formula, charge and spin) comes out at 167.2 kJ/mol. The orbital gap comes out at 9.18 eV. The calculation puts the HOMO energy at -8.44 eV.

```
! wB97M-V def2-TZVPD RIJCOSX def2/J DEFGRID3
* xyz 0 1
C -1.58 -0.06 2.20
C -1.08 0.35 0.84
C -1.90 0.78 -0.07
O -2.61 1.13 -0.95
C 0.17 -0.28 0.38
C 1.51 0.42 0.44
C 0.86 0.16 -0.89
C 1.29 -0.93 -1.82
O 0.47 1.37 -1.56
H -0.78 -0.02 2.95
H -1.97 -1.09 2.16
H -2.39 0.59 2.53
H 0.22 -1.34 0.63
H 1.56 1.45 0.78
H 2.39 -0.16 0.69
H 2.20 -0.65 -2.36
H 0.50 -1.11 -2.56
H 1.48 -1.87 -1.30
H -0.35 1.26 -2.08
*
```


(8)
Computed, not measured: C7H10O4 in the gas phase, with wB97M-V/def2-TZVPD.

Its SMILES is O=C(O)CC[C@H]1CCC(=O)O1. The relative energy (zero: lowest compared OMol25 entry of this formula, charge and spin) comes out at 0.0 kJ/mol. The orbital gap comes out at 10.98 eV. The calculation puts the HOMO energy at -10.49 eV.

```
! wB97M-V def2-TZVPD RIJCOSX def2/J DEFGRID3
* xyz 0 1
O -1.02 -3.24 -1.18
C -1.30 -2.79 -0.11
O -2.20 -3.42 0.69
C -0.73 -1.50 0.46
C 0.29 -0.87 -0.50
C 1.02 0.34 0.11
C 1.34 1.49 -0.86
C 0.29 2.55 -0.48
C 0.07 2.27 0.99
O -0.24 3.02 1.87
O 0.24 0.93 1.19
H -2.23 -2.98 1.55
H -1.55 -0.80 0.64
H -0.26 -1.73 1.42
H -0.22 -0.59 -1.42
H 1.04 -1.62 -0.76
H 1.94 -0.01 0.59
H 2.34 1.86 -0.63
H 1.27 1.23 -1.91
H -0.66 2.29 -0.96
H 0.56 3.58 -0.69
*
```


(9)
Computed, not measured: C7H10O4S in the gas phase, with wB97M-V/def2-TZVPD.

Its SMILES is C=C[C@H]1OC(=O)O[C@@]1(S)COC. The relative energy (zero: lowest compared OMol25 entry of this formula, charge and spin) comes out at 252.6 kJ/mol. The orbital gap comes out at 9.52 eV. The calculation puts the HOMO energy at -9.57 eV.

```
! wB97M-V def2-TZVPD RIJCOSX def2/J DEFGRID3
* xyz 0 1
C -2.67 -0.05 -0.47
C -1.77 -0.46 -1.38
C -0.34 -0.08 -1.41
O -0.07 1.28 -1.11
C 1.31 1.29 -1.31
O 1.93 2.07 -1.99
O 1.79 0.23 -0.63
C 0.72 -0.74 -0.50
S 1.37 -2.32 -1.10
C 0.42 -0.83 1.05
O 1.21 0.02 1.81
C 0.54 1.16 2.31
H -2.44 -0.11 0.58
H -3.60 0.38 -0.80
H -2.11 -1.08 -2.20
H 0.03 -0.26 -2.42
H 2.50 -2.35 -0.40
H 0.67 -1.84 1.35
H -0.64 -0.72 1.24
H 0.97 1.42 3.27
H 0.70 2.00 1.65
H -0.52 0.99 2.47
*
```


(10)
Computed, not measured: a molecular structure, C7H10S, with wB97M-V/def2-TZVPD.

The relative energy (zero: lowest compared OMol25 entry of this formula, charge and spin) comes out at 86.3 kJ/mol. The orbital gap comes out at 9.55 eV. The calculation puts the HOMO energy at -8.60 eV.

```
! wB97M-V def2-TZVPD RIJCOSX def2/J DEFGRID3
* xyz 0 1
C -2.23 0.42 -1.19
C -1.10 0.07 -0.60
C -0.90 -0.97 0.48
C 0.05 -0.23 1.44
C 0.99 0.58 0.50
C 2.21 -0.20 -0.05
C 0.23 0.73 -0.84
H -3.14 -0.15 -1.06
H -2.31 1.13 -2.05
H -0.45 -1.87 0.05
H -1.88 -1.31 0.89
H 0.68 -0.89 2.06
H -0.50 0.42 2.15
H 1.19 1.54 0.95
H 2.36 -1.20 0.39
H 3.12 0.43 -0.06
H 0.20 1.75 -1.31
S 1.46 -0.26 -1.73
*
```


(11)
Computed, not measured: C7H10S in the gas phase, with wB97M-V/def2-TZVPD.

The relative energy (zero: lowest compared OMol25 entry of this formula, charge and spin) comes out at 391.8 kJ/mol. The orbital gap (alpha / beta) comes out at 6.97 / 7.63 eV. The calculation puts the HOMO energy (alpha / beta) at -7.06 / -7.41 eV.

```
! wB97M-V def2-TZVPD RIJCOSX def2/J DEFGRID3
* xyz 0 1
C -2.04 -1.04 -0.36
C -3.04 1.24 0.61
C 0.49 -1.09 -0.28
C 2.90 0.80 -0.68
C -0.89 -1.68 -0.21
C 1.68 1.16 -0.19
C 0.55 0.37 0.06
S -2.19 0.69 -0.74
H -2.99 -1.55 -0.31
H -3.27 2.28 0.63
H -3.01 0.68 1.52
H 1.14 -1.67 0.39
H 0.90 -1.24 -1.29
H 3.14 -0.21 -0.97
H 3.69 1.52 -0.77
H -0.92 -2.74 -0.02
H 1.57 2.20 0.11
H -0.13 0.72 0.81
*
```


(12)
Computed, not measured: C7H11B in the gas phase, with wB97M-V/def2-TZVPD.

Its SMILES is C=CB(C=C)C(=C)C. The relative energy (zero: lowest compared OMol25 entry of this formula, charge and spin) comes out at 0.0 kJ/mol. The orbital gap comes out at 9.43 eV. The calculation puts the HOMO energy at -9.44 eV.

```
! wB97M-V def2-TZVPD RIJCOSX def2/J DEFGRID3
* xyz 0 1
C 1.62 1.10 1.74
C 0.31 0.99 1.49
B -0.22 0.26 0.25
C -1.94 -0.46 0.18
C -2.69 -0.57 1.27
C 0.60 -0.02 -1.03
C 1.35 0.92 -1.62
C 0.51 -1.38 -1.67
H 2.01 1.60 2.62
H 2.35 0.69 1.07
H -0.37 1.41 2.21
H -2.31 -0.75 -0.79
H -3.69 -0.97 1.25
H -2.33 -0.27 2.24
H 1.86 0.75 -2.55
H 1.44 1.91 -1.20
H 0.88 -1.36 -2.70
H 1.12 -2.09 -1.11
H -0.51 -1.75 -1.66
*
```


> Which value of relative energy (zero: lowest compared OMol25 entry of this formula, charge and spin) does entry 4 give?

559.4 kJ/mol


Copy entry 8 word for word.
Computed, not measured: C7H10O4 in the gas phase, with wB97M-V/def2-TZVPD.

Its SMILES is O=C(O)CC[C@H]1CCC(=O)O1. The relative energy (zero: lowest compared OMol25 entry of this formula, charge and spin) comes out at 0.0 kJ/mol. The orbital gap comes out at 10.98 eV. The calculation puts the HOMO energy at -10.49 eV.

```
! wB97M-V def2-TZVPD RIJCOSX def2/J DEFGRID3
* xyz 0 1
O -1.02 -3.24 -1.18
C -1.30 -2.79 -0.11
O -2.20 -3.42 0.69
C -0.73 -1.50 0.46
C 0.29 -0.87 -0.50
C 1.02 0.34 0.11
C 1.34 1.49 -0.86
C 0.29 2.55 -0.48
C 0.07 2.27 0.99
O -0.24 3.02 1.87
O 0.24 0.93 1.19
H -2.23 -2.98 1.55
H -1.55 -0.80 0.64
H -0.26 -1.73 1.42
H -0.22 -0.59 -1.42
H 1.04 -1.62 -0.76
H 1.94 -0.01 0.59
H 2.34 1.86 -0.63
H 1.27 1.23 -1.91
H -0.66 2.29 -0.96
H 0.56 3.58 -0.69
*
```


> relative energy (zero: lowest compared OMol25 entry of this formula, charge and spin) of number 5 (C7H10O)?

565.5 kJ/mol